Entry 1:
Formula: C4H6FNOS
Source: the Open Molecules 2025 dataset
Level of theory: the ωB97M-V functional and the def2-TZVPD basis

```
14
Properties=species:S:1:pos:R:3:forces:R:3
C 0.6469 -1.3742 -1.0204 -1.10 -0.46 1.48
C 0.4958 -0.2829 0.0510 1.22 -0.70 -0.41
C 1.4780 0.0411 0.9009 0.04 0.55 -0.01
F 2.7017 -0.5240 0.7690 -0.36 -0.16 -0.02
N -0.7688 0.3475 0.0885 0.65 1.10 0.76
O -1.6193 -0.0108 -0.8956 -0.37 -0.62 -0.58
C -1.1008 1.4282 0.7914 -0.81 0.24 0.72
S -2.5983 2.1985 0.6775 1.23 -0.58 -0.15
H 1.6376 -1.7359 -1.2107 0.68 0.27 0.38
H 0.2367 -1.0437 -1.9483 -0.38 0.22 -0.55
H 0.0580 -2.2605 -0.6653 0.33 0.72 -0.46
H 1.5056 0.8060 1.6952 -0.30 -0.58 -0.57
H -2.3128 0.6739 -0.7679 -0.64 0.12 -0.23
H -0.3602 1.7368 1.5346 -0.19 -0.11 -0.36
```
Positions in Å, forces in eV/Å.

Output
Kohn-Sham gap: 0.312 Ha
LUMO energy: -0.02 eV
M: 135.2 g mol⁻¹
Structure (SMILES): C/C(=C\F)N(O)C=S
Highest occupied orbital energy: -8.525 eV

Entry 2:
Formula: C4H13NO2
Source: the Open Molecules 2025 dataset
Level of theory: the ωB97M-V functional and the def2-TZVPD basis

```
20
Properties=species:S:1:pos:R:3:forces:R:3
C 1.6502 1.0842 0.1958 -0.21 -0.78 -1.01
N 1.5115 -0.1219 0.5976 -0.71 1.97 1.52
C 0.3779 -0.9590 0.1869 1.07 -2.23 1.77
C -0.9840 -0.7988 0.9597 -1.06 0.30 -0.31
C -2.1723 -1.1095 -0.0455 0.29 0.27 0.27
H 1.2147 1.4060 -0.7804 -0.34 0.14 0.71
H 2.2638 1.8685 0.7078 -0.03 -1.20 -0.36
H 0.2007 -0.9392 -0.8644 -0.16 0.16 -0.96
H 0.7283 -1.9893 0.5101 -0.39 0.87 -1.02
H -1.1984 -1.5840 1.7915 1.15 1.88 -0.91
H -1.0552 0.3021 1.2762 -0.09 -1.76 0.01
H -3.0767 -0.5136 0.2133 0.53 -0.67 -0.11
H -1.8707 -0.8438 -1.0514 -0.07 0.44 -0.26
H -2.4086 -2.1893 -0.1476 0.04 0.59 0.55
O 4.3112 -1.6497 1.0637 0.74 -0.30 -0.16
H 3.6272 -1.2812 0.4974 -0.07 0.13 -0.01
H 5.0870 -1.8442 0.5053 -0.71 0.21 0.28
O -2.4382 3.5254 -1.6794 -0.03 0.75 -0.51
H -2.3992 4.3446 -2.2113 0.14 -0.59 0.42
H -3.3690 3.2926 -1.7254 -0.10 -0.17 0.09
```
Positions in Å, forces in eV/Å.

Output
Kohn-Sham gap: 0.365 Ha
LUMO energy: 0.68 eV
M: 107.2 g mol⁻¹
Structure (SMILES): C=NCCC.O.O
Highest occupied orbital energy: -9.244 eV

Entry 3:
Formula: C10H26N2O4
Source: the Open Molecules 2025 dataset
Level of theory: the ωB97M-V functional and the def2-TZVPD basis

```
42
Properties=species:S:1:pos:R:3:forces:R:3
C -4.8949 -2.5831 0.8614 -0.35 0.13 0.06
C -4.4605 -2.2599 2.2913 1.33 -5.85 -0.85
N -4.5167 -1.0053 2.5935 -0.46 2.17 1.00
O -3.9290 -3.1421 3.0053 -1.37 1.70 -0.70
H -5.6326 -1.8455 0.5452 0.68 0.58 -0.58
H -5.4421 -3.4861 0.5909 0.38 -0.52 1.08
H -3.9395 -2.6516 0.3412 -0.27 0.50 -0.63
H -4.5131 -0.8732 3.5948 0.31 1.01 -0.23
H -4.7804 -0.3603 1.8624 -0.22 0.29 0.82
C -0.5449 5.2681 -3.3470 -0.11 -0.81 -0.16
C -0.2836 3.7450 -3.2995 -3.25 -0.67 3.40
N 0.8712 3.4092 -3.8054 2.20 -0.22 -1.65
O -1.0038 2.9150 -2.6691 1.32 1.96 -1.65
H -0.0476 5.6405 -4.2426 -0.24 0.39 0.04
H -0.1092 5.7482 -2.4707 0.18 -0.20 0.02
H -1.6036 5.5269 -3.3330 0.09 -0.29 -0.21
H 1.3613 4.1062 -4.3476 0.10 -0.33 0.10
H 1.1942 2.4549 -3.8757 -0.30 0.09 0.22
C -1.1224 -0.1097 0.7103 -0.51 0.42 -0.24
C -0.2174 1.1795 0.7512 -0.96 -1.01 -0.30
C 1.1431 1.0393 0.1266 0.15 -0.90 -0.38
O -0.9305 2.3055 0.2385 0.07 -0.23 1.10
H -2.0667 0.1820 1.1699 -0.11 0.13 -0.03
H -0.8656 -1.0283 1.2379 0.89 0.32 0.38
H -1.3787 -0.4845 -0.2806 0.18 0.46 -0.42
H -0.0567 1.3210 1.8199 -0.15 0.65 0.02
H 1.6983 0.3458 0.7582 0.50 0.41 0.22
H 1.6143 2.0083 -0.0378 0.18 -0.11 0.40
H 1.1463 0.5103 -0.8265 -0.42 0.16 -0.36
H -0.9772 2.3167 -0.7203 0.14 -0.25 -0.47
C 2.3270 -3.0688 0.9738 1.33 0.10 -0.27
C 3.8241 -2.7697 0.5880 1.04 0.26 0.34
C 4.3758 -1.4353 1.1508 -0.32 -0.24 0.11
O 4.7510 -3.8101 0.9200 -0.90 -1.12 1.14
H 2.0503 -4.1113 0.8170 0.15 0.07 -0.57
H 1.8008 -2.3875 0.3052 -0.51 -0.26 0.08
H 1.9958 -2.8832 1.9956 0.58 0.42 0.14
H 3.8874 -2.7393 -0.4997 -0.51 0.41 -0.23
H 4.3424 -1.3646 2.2379 -0.72 -0.19 0.11
H 3.8473 -0.5975 0.6961 0.08 0.15 0.15
H 5.4502 -1.3142 1.0122 0.04 -0.15 -0.78
H 5.6358 -3.7116 0.5608 -0.26 0.57 -0.24
```
Positions in Å, forces in eV/Å.

Output
Kohn-Sham gap: 0.363 Ha
LUMO energy: 0.53 eV
M: 238.3 g mol⁻¹
Structure (SMILES): CC(N)=O.CC(N)=O.CC(C)O.CC(C)O
Highest occupied orbital energy: -9.357 eV

Entry 4:
Formula: C3H9N3
Source: the Open Molecules 2025 dataset
Level of theory: the ωB97M-V functional and the def2-TZVPD basis

```
15
Properties=species:S:1:pos:R:3:forces:R:3
H -2.5072 0.2190 1.5018 -0.84 -3.87 0.59
N -1.8967 -0.6141 1.0826 -1.49 4.41 1.05
N -1.3028 0.3720 0.6037 2.35 -0.04 -1.67
C -0.0512 0.1358 -0.1630 0.31 -0.53 0.07
C 0.0289 -1.2769 -0.7280 -0.11 0.22 0.15
C 1.0787 0.3925 0.8534 -0.26 -0.06 -0.12
N -0.0778 1.1036 -1.2465 -0.18 0.02 -0.06
H 1.0117 -1.4556 -1.1588 0.06 -0.03 -0.05
H -0.7301 -1.4031 -1.4967 -0.01 -0.03 -0.05
H -0.1510 -2.0002 0.0644 0.07 -0.09 -0.01
H 1.0438 -0.3438 1.6547 0.04 -0.05 0.07
H 0.9766 1.3874 1.2870 0.01 0.02 0.01
H 2.0429 0.3217 0.3511 0.03 0.01 -0.02
H 0.8175 1.1328 -1.7196 -0.03 0.02 0.03
H -0.2835 2.0289 -0.8862 0.06 -0.01 0.03
```
Positions in Å, forces in eV/Å.

Output
Kohn-Sham gap: 0.375 Ha
LUMO energy: 1.07 eV
M: 87.1 g mol⁻¹
Structure (SMILES): [H]/N=N/C(C)(C)N
Highest occupied orbital energy: -9.125 eV

Entry 5:
Formula: C4H6N2O5
Source: the Open Molecules 2025 dataset
Level of theory: the ωB97M-V functional and the def2-TZVPD basis

```
17
Properties=species:S:1:pos:R:3:forces:R:3
C -0.4218 -0.9370 -1.9016 2.48 -0.01 -2.94
C -0.8255 -0.6164 -0.5436 0.24 1.72 3.38
O -1.6269 0.5737 -0.3673 0.50 0.37 0.25
C -0.8136 1.2629 0.5990 0.22 -1.31 0.58
C 0.3073 0.1846 0.6696 -1.76 0.39 -5.66
N 1.6874 0.4713 0.0134 -1.26 0.91 0.80
O 2.0147 1.6523 -0.0477 0.02 -1.75 -0.20
O 2.2315 -0.5155 -0.4328 0.35 0.81 0.30
N 0.4076 -0.2794 1.9803 0.30 -1.04 4.44
O 0.7108 0.4983 2.8676 0.91 1.76 -0.85
O 0.0581 -1.3762 2.3129 -0.57 -2.14 -1.47
H 0.6851 -1.1619 -1.9313 -0.95 0.28 0.21
H -0.5334 -0.1132 -2.6497 -0.06 -0.23 0.99
H -0.8084 -1.8171 -2.4466 -0.53 0.20 1.03
H -1.3354 -1.4066 -0.0296 0.18 -0.68 0.41
H -1.1773 1.3424 1.6496 -0.58 -0.03 -0.93
H -0.5603 2.2378 0.2578 0.52 0.71 -0.33
```
Positions in Å, forces in eV/Å.

Output
Kohn-Sham gap: 0.369 Ha
LUMO energy: -0.85 eV
M: 162.1 g mol⁻¹
Structure (SMILES): C[C@@H]1OCC1([N+](=O)[O-])[N+](=O)[O-]
Highest occupied orbital energy: -10.884 eV

Entry 6:
Formula: C3H12N4
Source: the Open Molecules 2025 dataset
Level of theory: the ωB97M-V functional and the def2-TZVPD basis

```
19
Properties=species:S:1:pos:R:3:forces:R:3
C -1.3567 0.3370 -1.2534 -0.05 0.02 0.11
N -1.3478 0.3538 0.1970 -0.09 0.13 0.06
C -1.9749 -0.8319 0.7466 0.03 0.10 -0.05
C -0.0336 0.5832 0.7419 -0.07 -0.05 -0.19
N 0.9140 -0.4907 0.4453 0.17 -0.07 0.42
N 1.7301 -0.2236 -0.6719 0.13 -0.28 -0.12
N 2.8965 0.5420 -0.4429 0.22 0.11 0.20
H -0.7987 -0.5105 -1.6694 -0.01 -0.02 -0.07
H -0.9100 1.2588 -1.6204 0.04 0.03 -0.11
H -2.3901 0.2867 -1.5944 -0.03 -0.01 -0.08
H -2.0018 -0.7484 1.8325 -0.04 -0.07 0.08
H -1.4457 -1.7547 0.4748 -0.02 -0.03 0.01
H -2.9976 -0.8899 0.3767 -0.06 -0.05 0.03
H -0.1372 0.6802 1.8272 0.11 -0.05 -0.07
H 0.3254 1.5374 0.3333 0.03 -0.10 0.11
H 1.4487 -0.7664 1.2725 0.00 0.14 -0.25
H 2.0282 -1.1160 -1.0637 -0.14 0.35 0.12
H 2.6367 1.5163 -0.3194 0.03 -0.20 -0.05
H 3.4145 0.2368 0.3878 -0.25 0.06 -0.14
```
Positions in Å, forces in eV/Å.

Output
Kohn-Sham gap: 0.346 Ha
LUMO energy: 1.01 eV
M: 104.2 g mol⁻¹
Structure (SMILES): CN(C)CNNN
Highest occupied orbital energy: -8.393 eV

Entry 7:
Formula: C5H15NO2
Source: the Open Molecules 2025 dataset
Level of theory: the ωB97M-V functional and the def2-TZVPD basis

```
23
Properties=species:S:1:pos:R:3:forces:R:3
C 0.0858 -1.1039 0.5270 -0.02 0.11 -0.16
C -0.7406 -1.2781 -0.6157 0.03 -0.10 0.17
C -0.5241 -0.6836 1.8233 0.02 0.08 -0.01
C 1.3940 -1.8276 0.5941 0.02 0.04 -0.01
N 0.8914 1.9273 0.9081 -0.01 -0.13 -0.12
O 1.0953 0.7450 0.1488 -0.16 -0.10 0.12
H 1.5004 1.8421 1.7178 -0.05 -0.01 -0.05
H -0.0677 1.9205 1.2573 0.08 -0.05 0.00
H -1.8117 -1.2038 -0.4346 0.04 0.02 0.03
H -0.4642 -2.1107 -1.2606 0.04 0.03 0.03
H -0.4761 -0.2805 -1.3938 0.12 0.26 -0.02
H -1.3680 -0.0078 1.6740 0.03 -0.03 -0.03
H -0.9118 -1.5785 2.3232 0.04 0.01 -0.07
H 0.2006 -0.2192 2.4918 0.00 -0.03 -0.04
H 2.0622 -1.3945 1.3360 -0.05 0.00 -0.01
H 1.1990 -2.8733 0.8625 -0.03 0.08 -0.02
H 1.8924 -1.8175 -0.3749 -0.05 0.00 0.01
C -0.9565 1.8339 -2.1381 0.08 -0.07 0.05
O 0.0170 0.8231 -1.9717 -0.14 -0.03 -0.01
H 0.6587 0.9366 -0.9141 -0.05 0.01 0.11
H -0.4887 2.8232 -2.1029 -0.03 -0.06 0.00
H -1.4586 1.7259 -3.1047 0.03 0.00 0.05
H -1.7287 1.8014 -1.3528 0.06 -0.02 -0.04
```
Positions in Å, forces in eV/Å.

Output
Kohn-Sham gap: 0.332 Ha
LUMO energy: 0.64 eV
M: 121.2 g mol⁻¹
Highest occupied orbital energy: -8.393 eV

Entry 8:
Formula: C4H6N2OS
Source: the Open Molecules 2025 dataset
Level of theory: the ωB97M-V functional and the def2-TZVPD basis

```
14
Properties=species:S:1:pos:R:3:forces:R:3
H -2.9716 -0.5131 0.5220 -0.91 -0.33 0.08
N -2.2838 0.1728 0.2777 1.22 -0.81 0.09
C -1.1908 -0.4616 0.0150 -0.44 1.41 -0.88
N -0.9442 -1.7832 -0.1559 1.20 -0.54 0.05
C -0.0111 0.4073 -0.3017 1.15 1.52 0.91
C -0.0100 1.7563 -0.2536 -1.65 -1.17 -0.15
O 1.1998 -0.3038 -0.4440 0.40 0.50 0.29
C 2.2743 0.1593 0.2731 0.51 -0.95 -0.54
S 3.8033 -0.4115 0.0175 -1.90 0.83 0.39
H -1.6674 -2.4811 -0.1341 0.05 0.14 0.11
H 0.0376 -2.0680 -0.3215 -1.31 0.19 0.16
H 0.8149 2.4045 -0.4685 0.49 -0.13 -0.06
H -0.9848 2.2359 -0.0611 0.65 -0.37 -0.10
H 1.9338 0.8861 1.0353 0.52 -0.29 -0.35
```
Positions in Å, forces in eV/Å.

Output
Kohn-Sham gap: 0.333 Ha
LUMO energy: -0.14 eV
M: 130.2 g mol⁻¹
Structure (SMILES): [H]/N=C(\N)C(=C)OC=S
Highest occupied orbital energy: -9.209 eV